# 1
{
  "formula": "C3H4N2O",
  "method": "ωB97M-V/def2-TZVPD",
  "gap_ev": 9.71,
  "smiles": "NC(=O)N1C=C1",
  "total_charge": 0,
  "energy_ha": -301.35995,
  "de_lowest_kj_mol": 334.2,
  "elements": ["N", "C", "N", "C", "C", "O", "H", "H", "H", "H"],
  "xyz": [[-0.5281, -0.0690, -1.8050], [-0.5505, 0.1714, -0.4707], [0.7388, 0.2953, 0.1530], [1.0759, -0.5943, 1.3101], [0.4595, 0.4714, 1.6259], [-1.5741, 0.4444, 0.1335], [0.2945, -0.3746, -2.2947], [-1.4065, -0.0065, -2.2934], [1.6687, -1.4783, 1.4681], [-0.1783, 1.1402, 2.1732]],
  "forces_ev_per_angstrom": [[0.0, -0.2, 0.0], [-0.2, 0.1, 0.0], [-0.2, 0.4, -0.2], [-0.1, 0.1, 0.2], [0.0, -0.3, 0.0], [0.2, -0.2, -0.2], [0.0, 0.2, 0.2], [0.1, -0.1, 0.1], [-0.3, 0.0, -0.1], [0.4, 0.1, 0.1]]
}

# 2
{
  "formula": "C3H4N2O",
  "method": "ωB97M-V/def2-TZVPD",
  "gap_ev": 10.24,
  "smiles": "O=C1CNC=N1",
  "total_charge": 0,
  "energy_ha": -301.44608,
  "de_lowest_kj_mol": 108.0,
  "elements": ["O", "C", "C", "N", "C", "N", "H", "H", "H", "H"],
  "xyz": [[2.3483, 0.0542, 0.2152], [1.1536, 0.2063, 0.3245], [0.2395, -0.9112, -0.1334], [-0.9886, -0.1642, -0.3608], [-0.7767, 1.0917, 0.1304], [0.4215, 1.3832, 0.5306], [1.0081, -1.1549, -0.9011], [0.1002, -1.7780, 0.5156], [-1.9185, -0.5478, -0.4609], [-1.5874, 1.8208, 0.1398]],
  "forces_ev_per_angstrom": [[-0.1, 0.8, 0.8], [0.8, 0.0, 0.1], [0.4, -0.1, 0.1], [0.2, 0.1, -0.3], [0.1, 0.0, -0.1], [-0.2, 0.0, 0.0], [-1.9, -0.7, -0.8], [0.1, 0.3, 0.1], [0.4, 0.0, 0.0], [0.1, -0.3, 0.0]]
}

# 3
{
  "formula": "C3H4N2O",
  "method": "ωB97M-V/def2-TZVPD",
  "gap_ev": 9.86,
  "smiles": "N=C=N.C#CO",
  "total_charge": 0,
  "energy_ha": -301.33316,
  "de_lowest_kj_mol": 404.5,
  "elements": ["O", "C", "C", "N", "C", "N", "H", "H", "H", "H"],
  "xyz": [[2.6240, -0.1662, 0.0077], [1.5544, -0.9066, -0.1488], [0.5869, -1.6061, -0.2943], [-2.0785, -0.1001, 0.2603], [-1.0846, 0.5716, 0.0858], [-0.0688, 1.2776, 0.0362], [2.3398, 0.7531, 0.1485], [-0.3248, -2.1477, -0.3945], [-2.9817, 0.1999, -0.0607], [-0.5667, 2.1245, 0.3598]],
  "forces_ev_per_angstrom": [[-0.3, 0.0, 0.0], [-0.3, -0.6, -0.1], [0.5, 0.1, 0.0], [0.4, 0.2, 0.4], [-0.4, -0.3, 0.1], [-1.1, 0.5, -0.1], [-0.1, -0.1, -0.1], [0.3, -0.1, 0.0], [-0.1, -0.3, -0.5], [1.1, 0.6, 0.3]]
}

# 4
{
  "formula": "C3H4N2O",
  "method": "ωB97M-V/def2-TZVPD",
  "gap_ev": 7.72,
  "total_charge": 0,
  "energy_ha": -301.31533,
  "de_lowest_kj_mol": 451.3,
  "elements": ["O", "C", "C", "N", "N", "C", "H", "H", "H", "H"],
  "xyz": [[-0.9150, 1.5084, -0.6507], [0.1790, 0.4530, 1.2273], [0.2098, 0.8030, -0.2325], [0.2568, -0.5346, -0.9255], [0.2315, -1.4852, -0.0825], [0.1793, -0.9347, 1.1759], [-1.6332, 1.2277, -0.0570], [1.1113, 1.3462, -0.5381], [0.2994, -0.7508, -1.9138], [0.0810, -1.6331, 1.9968]],
  "forces_ev_per_angstrom": [[-0.3, -0.1, 0.1], [-0.1, -0.4, -0.2], [0.1, 0.0, 0.0], [-0.1, -0.3, 0.2], [0.1, 0.3, -0.2], [0.0, 0.1, 0.3], [0.2, 0.3, -0.2], [0.0, -0.1, 0.1], [0.0, 0.1, 0.1], [0.1, 0.1, -0.1]]
}

# 5
{
  "formula": "C3H4N2O",
  "method": "ωB97M-V/def2-TZVPD",
  "gap_ev": 10.28,
  "total_charge": 0,
  "energy_ha": -301.22495,
  "de_lowest_kj_mol": 688.6,
  "elements": ["C", "C", "C", "H", "H", "H", "H", "N", "N", "O"],
  "xyz": [[-2.1460, -0.0089, 0.0045], [-0.6549, 0.1290, 0.0369], [0.3203, 1.0890, -0.0284], [-2.8684, 0.7583, -1.0582], [-2.2188, -1.5424, -0.2898], [-2.5935, 0.4412, 1.3357], [0.2630, 2.1340, -0.0538], [1.3405, -0.8326, 0.0048], [0.1089, -1.0468, -0.0082], [1.5194, 0.5138, 0.0015]],
  "forces_ev_per_angstrom": [[-2.4, -0.4, 0.2], [1.4, -0.4, -1.2], [-1.4, -1.1, 0.5], [2.5, -2.5, 3.6], [-0.3, 4.9, 1.1], [1.0, -1.7, -4.5], [0.2, 1.2, 0.0], [-0.7, -0.5, -0.1], [-0.6, -0.6, 0.4], [0.5, 1.2, -0.2]]
}

# 6
{
  "formula": "C3H4N2O",
  "method": "ωB97M-V/def2-TZVPD",
  "multiplicity": 3,
  "s2": 2.0096,
  "gap_ev": [7.25, 8.86],
  "total_charge": 0,
  "energy_ha": -301.23399,
  "de_lowest_kj_mol": 147.2,
  "elements": ["C", "C", "C", "N", "N", "O", "H", "H", "H", "H"],
  "xyz": [[0.7454, -0.2816, 0.0499], [-1.1491, 1.3128, -0.2920], [2.0876, -0.7689, 0.2874], [0.8003, -1.5394, 0.0145], [-2.0451, 0.3871, -0.1550], [-0.9428, 2.4500, -0.4883], [2.8313, -0.7535, -0.5018], [2.4750, -0.8162, 1.3016], [-1.7590, -0.5635, 0.0232], [-3.0436, 0.5731, -0.2395]],
  "forces_ev_per_angstrom": [[0.1, -3.6, -0.1], [1.7, -1.2, 0.3], [2.4, 0.0, 0.6], [-1.2, 2.6, -0.2], [-1.8, 0.0, -0.1], [-0.9, 2.1, -0.4], [0.0, 0.0, 0.0], [0.0, 0.0, -0.1], [0.0, 0.1, 0.0], [-0.2, -0.1, 0.0]]
}

# 7
{
  "formula": "C3H4N2O2",
  "method": "ωB97M-V/def2-TZVPD",
  "gap_ev": 9.15,
  "total_charge": 0,
  "energy_ha": -376.62410,
  "de_lowest_kj_mol": 366.8,
  "elements": ["N", "C", "C", "O", "C", "O", "N", "H", "H", "H", "H"],
  "xyz": [[1.1403, 0.8684, -0.2745], [-0.3302, 1.0140, 0.3314], [0.5648, 0.0305, 0.9299], [0.1967, -1.2693, 0.6290], [-0.9503, -1.2035, -0.1834], [-1.5541, -2.1750, -0.5415], [-1.1464, 0.1241, -0.4324], [1.2827, 0.3376, -1.1256], [1.6120, 1.7699, -0.2722], [1.1719, 0.0740, 1.8296], [-1.9873, 0.4294, -0.8903]],
  "forces_ev_per_angstrom": [[0.3, -0.3, -0.2], [-0.5, 0.0, 0.1], [0.4, 0.4, -0.1], [0.2, 0.2, -0.4], [-0.1, -0.2, -0.1], [0.4, 0.5, 0.2], [-0.3, 0.0, 0.0], [-0.1, -0.1, 0.1], [0.1, -0.6, 0.5], [-0.2, 0.2, -0.2], [0.0, -0.1, 0.1]]
}

# 8
{
  "formula": "C3H4N2O2",
  "method": "ωB97M-V/def2-TZVPD",
  "gap_ev": 9.40,
  "smiles": "[H]/N=C(\\C=O)NC=O",
  "total_charge": 0,
  "energy_ha": -376.67096,
  "de_lowest_kj_mol": 243.7,
  "elements": ["C", "C", "C", "H", "H", "H", "H", "N", "N", "O", "O"],
  "xyz": [[0.0417, 0.1925, -0.4396], [0.0078, -1.7067, 0.8474], [-0.1119, 1.7701, -0.2960], [-0.0449, 0.3834, -2.3446], [0.4611, 0.0152, 1.6632], [-0.4042, -2.2302, -0.1411], [-0.2280, 1.9491, 0.8097], [0.1545, -0.3332, -1.5982], [0.1350, -0.3773, 0.7819], [0.2638, -2.2358, 1.9039], [-0.2750, 2.5729, -1.1866]],
  "forces_ev_per_angstrom": [[0.8, 4.1, -2.7], [-0.7, -2.8, -0.1], [-1.2, -0.8, -0.1], [0.4, -0.7, 1.1], [-0.1, 0.5, -0.6], [0.9, 1.0, 2.0], [0.3, 0.9, -0.5], [-0.7, 0.2, 0.4], [0.0, -0.2, -0.5], [-0.2, -0.9, -0.4], [0.6, -1.4, 1.3]]
}

# 9
{
  "formula": "C3H4N2O2",
  "method": "ωB97M-V/def2-TZVPD",
  "gap_ev": 9.94,
  "total_charge": 0,
  "energy_ha": -376.66666,
  "de_lowest_kj_mol": 255.0,
  "elements": ["N", "C", "C", "O", "C", "O", "N", "H", "H", "H", "H"],
  "xyz": [[1.4390, 0.0136, -0.8990], [0.0629, -1.1150, 0.6181], [0.0823, -0.3926, -0.7271], [-0.7524, 0.7846, -0.6067], [-1.1251, 0.9081, 0.6600], [-1.7894, 1.7747, 1.1453], [-0.6058, -0.2464, 1.3464], [1.7141, 0.2248, -1.8519], [2.0572, -0.6741, -0.4945], [-0.3502, -0.9810, -1.5430], [-0.7328, -0.2967, 2.3524]],
  "forces_ev_per_angstrom": [[0.3, 0.0, -0.2], [-0.3, 0.5, 0.2], [0.2, -0.3, 0.0], [-0.2, 0.2, 0.0], [-0.4, 0.4, 0.1], [0.4, -0.4, -0.1], [0.2, -0.2, 0.0], [-0.2, -0.1, 0.2], [0.1, 0.0, 0.0], [0.0, 0.0, 0.1], [-0.1, -0.2, -0.2]]
}

# 10
{
  "formula": "C3H4N2O2",
  "method": "ωB97M-V/def2-TZVPD",
  "gap_ev": 9.32,
  "total_charge": 0,
  "energy_ha": -376.62103,
  "de_lowest_kj_mol": 374.8,
  "elements": ["C", "N", "N", "C", "O", "C", "O", "H", "H", "H", "H"],
  "xyz": [[0.8257, -1.2576, -0.2020], [0.1497, -0.0932, 0.2505], [0.8835, 1.1442, 0.0962], [-0.1687, 1.7520, -0.2766], [-1.3729, 1.3971, 0.3223], [-1.1270, 0.0807, 0.6864], [-1.8774, -0.6901, 1.2192], [1.2019, -1.1616, -1.2340], [1.6567, -1.4107, 0.4775], [0.1048, -2.0718, -0.1523], [-0.2764, 2.3109, -1.1872]],
  "forces_ev_per_angstrom": [[0.2, -0.5, 0.5], [0.7, -1.2, 2.5], [-1.7, -1.1, -2.6], [-0.7, 2.3, 0.6], [0.4, -0.2, -1.2], [0.6, -0.9, -0.2], [0.0, 0.5, -0.4], [-0.2, 0.2, 0.4], [0.3, -0.6, -0.1], [0.2, -0.1, 0.1], [0.1, 1.6, 0.5]]
}

M / g/mol: 84.1; 84.1; 84.1; 84.1; 84.1; 84.1; 100.1; 100.1; 100.1; 100.1